A molecular structure, C2H5OTl, computed with ωB97M-V/def2-TZVPD.

Cartesian coordinates (Å):
Tl 5.6181 0.8141 3.8959
C -1.0725 0.4665 -0.9137
C -0.3195 -0.6488 -0.1034
O 0.9091 -0.2036 0.3987
H -0.4283 1.0004 -1.6123
H -1.5654 1.1334 -0.2063
H -1.9653 -0.0024 -1.3274
H -0.2337 -1.4750 -0.8092
H -0.9425 -1.0846 0.6777

Computed properties:
Frontier orbital gap ... 0.257 Eh
LUMO ... -13.8 eV
HOMO energy ... -20.79 eV
Total charge ... +2
Energy above the lowest of the compared OMol25 structures with the same formula, charge and spin ... 0.0 kJ/mol